The following is a quantum chemistry calculation of C22H21IN7O2STi as an isolated structure in a non-equilibrium geometry, from OMol25.

Properties
Spin multiplicity = 3
Total energy = -79732.973 eV
Total charge = -1
Frontier orbital gap (alpha / beta) = 5.2 / 6.5 eV
⟨S²⟩ = 2.03
Energy above the lowest of the compared OMol25 structures with the same formula, charge and spin = 32.23 kJ/mol
Largest force on an atom = 0.0206 Eh/bohr

Atoms and positions in Å:
Ti -0.51686 0.71372 -0.57689
C 3.84261 0.20444 -1.01625
C 2.44354 0.66168 -0.75693
N 1.39722 -0.16479 -0.73304
O 1.71341 -1.46147 -1.18562
C 2.11642 2.03390 -0.56679
C 3.07917 3.15610 -0.39689
N 0.78352 2.23402 -0.56068
O 0.23252 3.38613 -0.37957
H 3.93103 -0.86990 -0.88315
H 4.53537 0.71208 -0.34048
H 4.15460 0.44041 -2.03961
H 0.87568 -1.93018 -0.99537
H 3.65309 3.08479 0.53407
H 2.51287 4.08649 -0.37193
H 3.80173 3.21154 -1.21733
S -1.34915 -1.83248 -0.19161
C -0.77719 -2.48729 1.36204
C -1.59479 -3.36396 2.08579
C -1.18652 -3.90009 3.30211
C 0.05545 -3.57299 3.83629
C 0.88167 -2.71462 3.12335
C 0.47571 -2.18489 1.90201
H -2.56689 -3.61833 1.67990
H -1.84461 -4.57834 3.83351
H 0.37517 -3.98564 4.78493
H 1.85906 -2.45214 3.51277
H 1.13899 -1.53182 1.35057
N -2.45351 1.51316 -0.80051
C -3.19329 2.17110 -1.42707
N -3.92234 2.88914 -2.18318
C -5.21985 3.11068 -2.06310
N -6.35400 3.35202 -2.04581
I 2.34364 0.36303 -5.77720
C 0.66888 -0.11063 -4.66628
C -0.21114 -1.09491 -5.07547
C -1.32760 -1.33838 -4.30314
C -1.50113 -0.60897 -3.13507
N -0.61958 0.28855 -2.70840
C 0.43247 0.56729 -3.47730
H -0.02276 -1.65791 -5.98180
H -2.06041 -2.08227 -4.58301
H -2.37047 -0.75645 -2.50755
H 1.10613 1.33111 -3.10953
C -0.94717 0.77410 4.33887
C -2.01906 0.44210 3.53326
C -1.86229 0.48039 2.15801
N -0.70609 0.81766 1.58100
C 0.31892 1.15487 2.36371
C 0.24274 1.14628 3.74686
H -1.04119 0.74378 5.41830
H -2.97340 0.14462 3.94566
H -2.67120 0.22562 1.48938
H 1.22873 1.43382 1.84589
H 1.11216 1.42383 4.32830

=====

The following is a quantum chemistry calculation of C6H9N as an isolated structure in a non-equilibrium geometry, from OMol25.

Properties
Total energy = -7854.582 eV
Total charge = 0
Frontier orbital gap = 8.4 eV
Energy above the lowest of the compared OMol25 structures with the same formula, charge and spin = 345.21 kJ/mol
Largest force on an atom = 0.0854 Eh/bohr

Atoms and positions in Å:
C 1.80532 -1.04108 0.68761
C 0.51460 -0.41562 0.09055
C 0.50812 0.93539 -0.63219
C -0.80829 1.54528 -0.17786
C -1.80272 0.65169 0.07596
N -1.86461 -0.64688 -0.59793
C -0.74220 -0.90850 0.32184
H 1.68170 -1.21146 1.76914
H 2.67407 -0.37865 0.56674
H 2.17225 -2.02461 0.32096
H 1.38179 1.54815 -0.36491
H 0.54971 0.77769 -1.73811
H -0.97146 2.61873 0.03935
H -2.74760 1.00926 0.44921
H -1.55303 -0.58242 -1.59384
H -0.85137 -1.79151 0.92944

=====

The following is a quantum chemistry calculation of one molecule with the formula C2H5N5 in a non-equilibrium geometry, from OMol25.

Properties
Total energy = -9602.504 eV
SMILES = Nc1nncn1N
Total charge = 0
Frontier orbital gap = 8.7 eV
Energy above the lowest of the compared OMol25 structures with the same formula, charge and spin = 339.33 kJ/mol
Largest force on an atom = 0.1678 Eh/bohr

Atoms and positions in Å:
N 1.06787 -1.40420 -0.42486
C -0.04279 -0.67635 -0.64726
N -1.11615 -0.91225 -1.27249
N -1.90629 0.01550 -0.93673
C -1.40739 0.92641 -0.09698
N -0.09339 0.60378 0.03755
N 0.79733 0.68933 1.08833
H 1.75579 -1.23506 0.18471
H 1.04628 -2.27928 -1.04429
H -1.76696 1.92860 0.27326
H 1.25065 1.50022 0.73712
H 0.41504 0.84329 2.10163

=====

The following is a quantum chemistry calculation of one molecule with the formula C15H17F9O2, from OMol25.

Properties
Total energy = -44381.229 eV
SMILES = C#CC[C@H]1CO[C@@](CCC(F)(F)C(F)(F)C(F)(F)C(F)(F)F)(COC)C1
Total charge = 0
Frontier orbital gap = 10.4 eV
Largest force on an atom = 0.0113 Eh/bohr

Atoms and positions in Å:
C 1.22471 4.51087 -1.09055
C 0.48265 3.94500 -0.33196
C -0.41279 3.24055 0.60807
C 0.00807 1.77775 0.78962
C 1.19823 1.56689 1.72100
O 1.16592 0.18379 2.05299
C -0.17657 -0.37420 1.82796
C -0.09433 -1.47597 0.75296
C -0.81094 -1.20187 -0.57821
C -0.21748 -1.91542 -1.77006
F -0.91648 -1.56453 -2.89386
F -0.33691 -3.26556 -1.65206
C 1.29840 -1.61253 -2.03824
F 2.03692 -2.53723 -1.39267
F 1.62844 -0.39781 -1.52540
C 1.75415 -1.61432 -3.53138
F 3.08147 -1.84233 -3.54546
F 1.15217 -2.61764 -4.18723
C 1.52322 -0.25995 -4.29677
F 1.32508 -0.50488 -5.58345
F 0.47732 0.42016 -3.82934
F 2.58673 0.52539 -4.16873
C -0.54167 -1.00598 3.18272
O -1.61006 -1.92112 3.14632
C -2.88515 -1.32378 3.02003
C -1.00239 0.86564 1.47148
H 1.89721 4.98855 -1.77220
H -0.38890 3.76991 1.56699
H -1.43814 3.30318 0.23156
H 0.32411 1.40013 -0.18744
H 1.07528 2.16532 2.63333
H 2.14302 1.79944 1.22795
H -0.53509 -2.38383 1.17215
H 0.96802 -1.68464 0.62192
H -0.84676 -0.14767 -0.84593
H -1.84130 -1.56824 -0.52453
H 0.33898 -1.55058 3.53264
H -0.74411 -0.19735 3.89924
H -2.97042 -0.44129 3.66494
H -3.62438 -2.06745 3.31565
H -3.09393 -1.01651 1.98593
H -1.28423 1.36277 2.40950
H -1.91809 0.66733 0.91050

=====

The following is a quantum chemistry calculation of a 11-piece molecular cluster, C24H76N6O11 overall in a non-equilibrium geometry, from OMol25.

Properties
Total energy = -57580.847 eV
SMILES = COC[C@H](C)N.COC[C@H](C)N.COC[C@H](C)N.COC[C@H](C)N.COC[C@H](C)N.COC[C@H](C)N.O.O.O.O.O
Total charge = 0
Frontier orbital gap = 9.4 eV
Energy above the lowest of the compared OMol25 structures with the same formula, charge and spin = 92.54 kJ/mol
Largest force on an atom = 0.0500 Eh/bohr

Atoms and positions in Å:
C -8.29340 32.74757 -26.13856
O -7.53702 33.88274 -26.42069
C -8.04233 34.63119 -27.50470
C -7.15263 35.80160 -27.93885
C -7.88180 36.54410 -29.05138
N -5.75276 35.49657 -28.34037
H -9.35410 32.98853 -26.02627
H -7.98043 32.41252 -25.14348
H -8.12160 31.87701 -26.77516
H -8.19031 33.99129 -28.39154
H -9.01848 35.04568 -27.21172
H -7.06064 36.41144 -27.02580
H -8.40564 35.86778 -29.72636
H -7.21810 37.22594 -29.57442
H -8.64952 37.17081 -28.58623
H -5.87054 34.70921 -28.99780
H -5.16872 35.05752 -27.60689
C -5.71302 28.06706 -31.34676
O -6.71180 28.88193 -31.93846
C -7.27265 28.32022 -33.09154
C -8.56087 29.04565 -33.42168
C -9.64797 28.87511 -32.36997
N -9.09486 28.56182 -34.71392
H -5.12756 28.75941 -30.74758
H -5.14140 27.44696 -32.04372
H -6.16426 27.34924 -30.65362
H -6.61969 28.36205 -33.98196
H -7.45768 27.24145 -32.94930
H -8.30136 30.11290 -33.51425
H -9.81507 27.81728 -32.17316
H -10.54314 29.38677 -32.72805
H -9.35290 29.35644 -31.43545
H -9.73067 29.29333 -35.03450
H -8.40682 28.57042 -35.46706
C -6.68318 33.10065 -34.56652
O -6.19770 34.42884 -34.56308
C -5.64887 34.78464 -33.31782
C -4.75789 36.00279 -33.45880
C -3.74834 35.88853 -34.59320
N -4.04970 36.31259 -32.17159
H -5.94001 32.38307 -34.22270
H -7.00434 32.87930 -35.58323
H -7.58716 33.02468 -33.94473
H -6.45052 35.02779 -32.60596
H -5.06497 33.98109 -32.84103
H -5.37968 36.88564 -33.65467
H -4.32060 35.62050 -35.48186
H -3.01346 35.10109 -34.42368
H -3.28600 36.86339 -34.74460
H -3.50117 37.13227 -32.41308
H -4.75968 36.58572 -31.49300
C -1.95901 31.48718 -22.88517
O -3.20818 31.72834 -23.51315
C -3.18368 32.80883 -24.43615
C -4.45304 32.78159 -25.24920
C -4.56614 31.61092 -26.21591
N -4.70861 34.08395 -25.90475
H -2.19744 31.07918 -21.89508
H -1.46395 32.43133 -22.60580
H -1.30928 30.81429 -23.44660
H -3.07844 33.73888 -23.85866
H -2.31275 32.69620 -25.10268
H -5.22713 32.64876 -24.47025
H -4.86642 30.74995 -25.60684
H -3.60204 31.34158 -26.64849
H -5.36282 31.72746 -26.94990
H -4.60218 34.82830 -25.21774
H -5.69809 34.08114 -26.15444
C -4.32151 31.05095 -33.08088
O -3.93685 30.56860 -34.35403
C -2.66831 30.97751 -34.78955
C -2.60166 32.47213 -35.12213
C -3.58450 32.91032 -36.18964
N -1.22302 32.78646 -35.58128
H -5.39741 31.03080 -32.94988
H -3.86977 32.00233 -32.79179
H -3.92201 30.32256 -32.36151
H -1.86739 30.73148 -34.07036
H -2.49213 30.44970 -35.72997
H -2.79702 33.02374 -34.18831
H -4.62827 32.94405 -35.86183
H -3.57150 32.30351 -37.09420
H -3.35682 33.95712 -36.41844
H -1.10625 33.77768 -35.75293
H -0.62918 32.55136 -34.78620
C -3.86657 28.00384 -28.02058
O -4.69797 27.01476 -28.57606
C -4.91223 25.94309 -27.69613
C -5.71160 24.88001 -28.36894
C -7.14020 25.36018 -28.69511
N -5.83396 23.75478 -27.40149
H -4.32600 28.43126 -27.12200
H -3.79047 28.83880 -28.71461
H -2.88670 27.55024 -27.85796
H -3.93241 25.50690 -27.44722
H -5.32704 26.33930 -26.76102
H -5.30144 24.47825 -29.29384
H -7.79303 24.53826 -29.00127
H -7.26343 26.11714 -29.47496
H -7.58424 25.78361 -27.78633
H -6.30331 24.13670 -26.57588
H -6.56163 23.12758 -27.73760
O -2.17846 31.34209 -28.67326
H -2.38507 32.21890 -28.32079
H -1.56311 31.49925 -29.44634
O -0.99043 32.00782 -31.00660
H -0.45991 31.71269 -31.75376
H -1.73600 32.50399 -31.40743
O -4.65238 31.54432 -29.96878
H -3.91696 31.28283 -29.36685
H -4.41973 32.43623 -30.27620
O -2.94092 33.87283 -31.37865
H -3.29248 34.78638 -31.59204
H -2.56390 33.97208 -30.49232
O -7.27476 31.06593 -29.30741
H -6.32247 31.01082 -29.58525
H -7.60158 31.86188 -29.73631

=====

The following is a quantum chemistry calculation of a 2-piece molecular cluster, C2H3INO2 overall in a non-equilibrium geometry, from OMol25.

Properties
Total energy = -15796.092 eV
Total charge = +1
Frontier orbital gap = 7.4 eV
Energy above the lowest of the compared OMol25 structures with the same formula, charge and spin = 190.85 kJ/mol
Largest force on an atom = 0.1103 Eh/bohr

Atoms and positions in Å:
C 2.40667 -0.79076 -0.42369
C -1.53710 0.16483 0.55598
N -0.32277 0.33917 -0.01611
O 2.49545 -1.87659 -0.14866
O -0.04679 1.27396 -0.77412
I 2.84942 0.81850 -1.37926
H -1.42696 -0.33942 1.64776
H -2.07018 -0.58498 -0.01235
H -2.34775 0.99528 0.55045